Entry 1:
{"formula": "C40H44F3GeIrN3O2PS2", "method": "ωB97M-V/def2-TZVPD", "elements": ["Ir", "F", "C", "F", "F", "S", "P", "S", "C", "C", "C", "C", "C", "C", "C", "C", "C", "C", "C", "C", "H", "H", "H", "H", "H", "H", "H", "H", "H", "H", "C", "C", "C", "C", "C", "C", "Ge", "C", "C", "C", "C", "C", "C", "C", "C", "C", "C", "C", "C", "H", "H", "H", "H", "H", "H", "H", "H", "H", "H", "H", "H", "H", "H", "H", "C", "N", "C", "C", "O", "H", "H", "H", "H", "H", "H", "H", "C", "N", "C", "C", "C", "N", "C", "C", "O", "H", "H", "H", "H", "H", "H", "H", "H", "H", "H", "H", "H"], "xyz": [[0.32, -0.53, 0.14], [2.30, 1.46, 0.85], [0.96, 1.32, 0.70], [0.63, 2.35, -0.14], [0.46, 1.71, 1.93], [0.84, -3.45, -1.94], [0.92, -3.98, -0.07], [0.17, -2.62, 1.33], [-0.01, -5.50, 0.25], [-1.25, -5.53, 0.89], [-1.93, -6.73, 1.05], [-1.37, -7.91, 0.58], [-0.14, -7.89, -0.05], [0.54, -6.69, -0.22], [2.60, -4.34, 0.53], [3.69, -3.86, -0.18], [4.97, -4.03, 0.32], [5.17, -4.66, 1.54], [4.08, -5.15, 2.25], [2.79, -4.99, 1.75], [-1.67, -4.60, 1.25], [-2.89, -6.74, 1.54], [-1.90, -8.84, 0.71], [0.30, -8.81, -0.42], [1.50, -6.68, -0.72], [3.52, -3.38, -1.14], [5.83, -3.68, -0.25], [6.17, -4.79, 1.93], [4.23, -5.66, 3.19], [1.94, -5.36, 2.31], [-6.52, 0.37, 1.32], [-5.97, 0.20, 0.06], [-4.67, 0.62, -0.19], [-3.92, 1.24, 0.81], [-4.49, 1.41, 2.07], [-5.78, 0.97, 2.33], [-2.09, 1.79, 0.37], [-2.00, 1.92, -1.56], [-1.20, 1.15, -2.41], [-1.30, 1.30, -3.78], [-2.18, 2.22, -4.32], [-2.98, 2.99, -3.48], [-2.89, 2.84, -2.11], [-1.84, 3.44, 1.35], [-1.61, 4.58, 0.58], [-1.43, 5.81, 1.20], [-1.44, 5.90, 2.58], [-1.63, 4.76, 3.36], [-1.81, 3.53, 2.74], [-7.54, 0.04, 1.52], [-6.55, -0.26, -0.73], [-4.24, 0.46, -1.17], [-3.95, 1.91, 2.86], [-6.22, 1.12, 3.31], [-0.50, 0.42, -2.01], [-0.68, 0.69, -4.43], [-2.26, 2.34, -5.39], [-3.67, 3.71, -3.90], [-3.54, 3.42, -1.47], [-1.56, 4.52, -0.50], [-1.27, 6.70, 0.60], [-1.28, 6.86, 3.06], [-1.62, 4.83, 4.44], [-1.93, 2.65, 3.36], [-1.58, -0.43, 3.21], [-2.45, -1.27, 2.40], [-3.28, -2.21, 3.14], [-2.48, -1.26, 1.10], [-1.85, -0.52, 0.28], [-2.17, 0.35, 3.69], [-0.79, 0.00, 2.60], [-1.12, -1.05, 3.98], [-3.95, -1.67, 3.80], [-2.64, -2.87, 3.72], [-3.88, -2.81, 2.44], [-3.17, -1.98, 0.66], [3.48, -0.06, -2.40], [4.13, -0.18, -1.10], [5.49, 0.33, -1.01], [6.23, -0.37, 0.11], [5.42, -0.24, 1.38], [4.06, -0.72, 1.16], [3.33, -1.07, 2.37], [3.44, -0.61, -0.02], [2.25, -1.00, -0.20], [4.02, -0.66, -3.13], [3.50, 0.99, -2.72], [2.46, -0.41, -2.34], [5.46, 1.41, -0.84], [5.98, 0.16, -1.97], [7.22, 0.06, 0.25], [6.35, -1.43, -0.14], [5.38, 0.81, 1.71], [5.85, -0.83, 2.18], [3.65, -2.05, 2.73], [2.26, -1.11, 2.17], [3.52, -0.31, 3.13]], "homo_lumo_gap_ev": [6.09, 6.08], "s_squared": 0.754, "e_homo_ev": [-9.89, -9.94], "charge": 1, "e_lumo_ha": [-0.140, -0.142], "multiplicity": 2}

---

Entry 2:
{"formula": "C7H10", "method": "ωB97M-V/def2-TZVPD", "elements": ["C", "C", "C", "C", "C", "C", "C", "H", "H", "H", "H", "H", "H", "H", "H", "H", "H"], "xyz": [[1.25, 1.06, 0.93], [-0.23, 1.01, 1.15], [-1.13, 0.29, 0.37], [-0.40, 0.24, -1.61], [0.04, -1.10, -1.52], [0.10, -1.71, -0.26], [-0.66, -1.07, 0.70], [1.47, 1.97, 0.34], [1.81, 1.15, 1.86], [1.63, 0.21, 0.36], [-0.61, 1.75, 1.85], [-2.19, 0.52, 0.50], [0.24, 1.05, -1.28], [-0.93, 0.51, -2.53], [0.08, -1.73, -2.41], [0.52, -2.70, -0.10], [-0.96, -1.53, 1.63]], "homo_lumo_gap_ev": 7.86, "e_homo_ev": -7.33, "e_lumo_ha": 0.020, "smiles": "C=C/C=C\\C=C/C"}

---

Entry 3:
{"formula": "C9H8ClN", "method": "ωB97M-V/def2-TZVPD", "elements": ["C", "C", "C", "C", "C", "C", "C", "C", "C", "N", "Cl", "H", "H", "H", "H", "H", "H", "H", "H"], "xyz": [[-1.00, 1.94, -0.83], [-2.11, 1.98, 0.10], [0.00, 1.07, -0.60], [-2.04, 1.22, 1.23], [-0.13, 0.16, 0.53], [1.60, -1.20, 1.75], [0.66, -1.91, -1.88], [0.93, -0.74, 0.70], [1.45, -1.69, -0.83], [-1.12, 0.22, 1.40], [3.12, -1.96, -0.72], [-1.11, 2.70, -1.63], [-2.96, 2.67, 0.15], [0.82, 1.17, -1.23], [-2.58, 1.20, 2.15], [2.23, -2.00, 1.82], [1.57, -0.73, 2.62], [1.01, -2.23, -2.80], [-0.34, -1.86, -1.94]], "homo_lumo_gap_ev": 9.37, "e_homo_ev": -9.04, "e_lumo_ha": 0.012, "smiles": "C=C(Cl)C(=C)c1ccccn1"}

---

Entry 4:
{"formula": "C13H16N2O2STeW", "method": "ωB97M-V/def2-TZVPD", "elements": ["W", "O", "C", "O", "C", "C", "C", "C", "C", "C", "S", "H", "H", "H", "H", "Te", "C", "C", "N", "C", "C", "N", "C", "C", "H", "H", "H", "H", "H", "H", "H", "H", "H", "H", "H", "H"], "xyz": [[0.80, 0.84, -0.73], [3.83, -1.87, -0.68], [3.16, -0.99, -0.23], [2.23, -0.37, -1.00], [3.34, -0.47, 1.17], [4.62, -0.63, 1.69], [4.93, -0.22, 2.97], [3.94, 0.34, 3.77], [2.66, 0.48, 3.28], [2.34, 0.09, 1.98], [0.63, 0.23, 1.49], [5.37, -1.09, 1.05], [5.94, -0.33, 3.35], [4.17, 0.66, 4.77], [1.88, 0.90, 3.90], [1.08, 3.27, -1.09], [-2.28, 0.86, 0.01], [-3.70, 0.34, -0.28], [-3.73, -0.45, -1.51], [-3.27, 0.38, -2.62], [-1.83, 0.88, -2.37], [-1.34, 0.38, -1.05], [-1.39, -1.12, -1.07], [-2.83, -1.59, -1.37], [-1.91, 0.51, 0.97], [-2.22, 1.95, 0.00], [-4.41, 1.16, -0.39], [-4.05, -0.29, 0.54], [-3.96, 1.23, -2.72], [-3.33, -0.20, -3.54], [-1.75, 1.96, -2.35], [-1.13, 0.51, -3.13], [-1.03, -1.48, -0.10], [-0.68, -1.46, -1.84], [-3.20, -2.23, -0.57], [-2.86, -2.17, -2.30]], "homo_lumo_gap_ev": [6.96, 7.11], "e_homo_ev": [-7.21, -7.52], "e_lumo_ha": [-0.009, -0.015]}

---

Entry 5:
{"formula": "C4H7NO", "method": "ωB97M-V/def2-TZVPD", "elements": ["C", "C", "C", "O", "C", "N", "H", "H", "H", "H", "H", "H", "H"], "xyz": [[0.67, 1.29, -0.56], [-0.03, -0.01, 0.12], [-0.84, -1.18, -0.59], [-1.06, 0.59, 0.89], [1.08, -0.59, 0.97], [1.88, -1.07, 1.66], [0.04, 1.71, -1.34], [0.72, 2.08, 0.23], [1.70, 1.22, -0.95], [-1.75, -1.44, 0.02], [-0.28, -2.11, -0.68], [-1.27, -0.82, -1.53], [-0.95, 0.35, 1.80]], "homo_lumo_gap_ev": 11.66, "e_homo_ev": -10.89, "e_lumo_ha": 0.028, "smiles": "CC(C)(O)C#N"}

---

Entry 6:
{"formula": "C3H5NO", "method": "ωB97M-V/def2-TZVPD", "elements": ["O", "C", "C", "C", "N", "H", "H", "H", "H", "H"], "xyz": [[-1.49, 0.97, 0.11], [-0.21, 1.04, 0.03], [0.36, -0.16, -0.77], [0.62, -0.96, 0.39], [-0.53, -1.22, -0.21], [0.29, 2.02, -0.07], [0.74, -0.25, -1.78], [1.28, -1.43, 1.11], [0.32, 0.59, 1.08], [-1.40, -0.60, 0.10]], "homo_lumo_gap_ev": [9.15, 9.15], "e_homo_ev": [-9.15, -9.15], "e_lumo_ha": [0.000, 0.000]}

---

Entry 7:
{"formula": "C32H96O16", "method": "ωB97M-V/def2-TZVPD", "elements": ["C", "C", "O", "H", "H", "H", "H", "H", "H", "C", "C", "O", "H", "H", "H", "H", "H", "H", "C", "C", "O", "H", "H", "H", "H", "H", "H", "C", "C", "O", "H", "H", "H", "H", "H", "H", "C", "C", "O", "H", "H", "H", "H", "H", "H", "C", "C", "O", "H", "H", "H", "H", "H", "H", "C", "C", "O", "H", "H", "H", "H", "H", "H", "C", "C", "O", "H", "H", "H", "H", "H", "H", "C", "C", "O", "H", "H", "H", "H", "H", "H", "C", "C", "O", "H", "H", "H", "H", "H", "H", "C", "C", "O", "H", "H", "H", "H", "H", "H", "C", "C", "O", "H", "H", "H", "H", "H", "H", "C", "C", "O", "H", "H", "H", "H", "H", "H", "C", "C", "O", "H", "H", "H", "H", "H", "H", "C", "C", "O", "H", "H", "H", "H", "H", "H", "C", "C", "O", "H", "H", "H", "H", "H", "H"], "xyz": [[0.89, 3.99, -2.34], [2.10, 3.25, -1.76], [1.87, 2.78, -0.46], [1.12, 4.19, -3.38], [0.64, 4.93, -1.85], [0.02, 3.33, -2.29], [2.90, 3.96, -1.62], [2.38, 2.52, -2.55], [1.34, 1.97, -0.53], [-2.84, 3.82, 4.10], [-1.67, 3.14, 3.45], [-1.25, 1.99, 4.18], [-3.60, 3.06, 4.31], [-3.32, 4.60, 3.52], [-2.53, 4.23, 5.06], [-0.81, 3.80, 3.40], [-1.92, 2.87, 2.44], [-1.92, 1.27, 4.07], [3.34, -0.46, 0.82], [4.34, -1.40, 1.41], [3.77, -2.60, 1.98], [2.88, -0.87, -0.08], [3.81, 0.50, 0.62], [2.55, -0.27, 1.57], [4.91, -0.91, 2.22], [5.08, -1.81, 0.71], [2.88, -2.39, 2.29], [-2.38, -0.96, 5.88], [-3.49, -0.50, 4.97], [-2.95, -0.19, 3.69], [-2.67, -1.54, 6.75], [-1.66, -0.20, 6.18], [-1.77, -1.62, 5.27], [-3.93, 0.41, 5.39], [-4.19, -1.33, 4.80], [-3.65, 0.22, 3.15], [-2.36, -4.23, 1.62], [-1.51, -3.44, 2.58], [-1.46, -2.08, 2.26], [-2.50, -5.23, 2.00], [-1.76, -4.30, 0.68], [-3.29, -3.73, 1.42], [-0.53, -3.94, 2.61], [-2.00, -3.55, 3.57], [-2.09, -1.59, 2.82], [3.59, 2.77, 2.56], [4.68, 3.28, 1.64], [5.89, 2.59, 1.88], [3.79, 3.02, 3.64], [3.47, 1.72, 2.47], [2.66, 3.27, 2.33], [4.83, 4.35, 1.77], [4.34, 3.16, 0.62], [6.49, 2.75, 1.15], [3.89, -2.82, -3.51], [3.65, -4.27, -3.62], [4.95, -4.89, -3.78], [4.69, -2.63, -2.74], [2.96, -2.32, -3.21], [4.18, -2.41, -4.50], [2.99, -4.59, -4.41], [3.21, -4.66, -2.71], [4.92, -5.82, -3.50], [-3.23, 2.84, -5.52], [-3.51, 2.99, -4.04], [-3.57, 1.73, -3.37], [-4.03, 2.25, -6.02], [-2.26, 2.34, -5.67], [-3.23, 3.81, -6.03], [-4.40, 3.61, -3.78], [-2.67, 3.46, -3.53], [-4.19, 1.18, -3.85], [0.64, -0.74, -4.37], [-0.61, 0.07, -4.49], [-1.00, 0.58, -3.22], [0.46, -1.46, -3.55], [1.54, -0.20, -4.05], [0.83, -1.30, -5.29], [-1.43, -0.54, -4.89], [-0.45, 0.93, -5.17], [-1.92, 0.87, -3.35], [0.92, -4.97, -0.66], [1.99, -4.01, -0.15], [2.97, -4.75, 0.54], [1.40, -5.72, -1.29], [0.17, -4.43, -1.26], [0.38, -5.49, 0.12], [1.55, -3.31, 0.58], [2.47, -3.47, -0.95], [3.47, -4.06, 1.03], [-3.51, -2.13, -2.78], [-2.19, -2.83, -2.39], [-1.84, -3.92, -3.23], [-3.42, -1.62, -3.75], [-3.83, -1.43, -1.99], [-4.27, -2.89, -2.89], [-2.28, -3.24, -1.37], [-1.43, -2.05, -2.41], [-1.25, -3.62, -3.93], [-5.35, -0.32, 0.22], [-5.78, 0.20, 1.56], [-4.74, 0.98, 2.18], [-5.13, 0.53, -0.45], [-6.11, -0.99, -0.18], [-4.40, -0.79, 0.42], [-6.04, -0.59, 2.27], [-6.67, 0.84, 1.40], [-4.56, 1.68, 1.53], [1.67, -0.25, 4.47], [1.43, -1.75, 4.50], [1.23, -2.19, 3.13], [0.83, 0.27, 3.99], [2.61, -0.02, 3.93], [1.81, 0.14, 5.48], [0.49, -1.96, 5.04], [2.25, -2.34, 4.92], [0.36, -1.91, 2.88], [-1.45, 0.72, 0.35], [-0.39, -0.20, -0.13], [0.53, 0.47, -0.98], [-2.16, 0.28, 1.06], [-2.02, 1.16, -0.47], [-0.94, 1.53, 0.91], [-0.79, -1.02, -0.73], [0.22, -0.64, 0.67], [0.03, 0.68, -1.78], [5.85, 1.59, -2.10], [6.00, 0.10, -1.95], [7.12, -0.30, -2.74], [5.60, 1.93, -3.11], [6.84, 2.08, -1.88], [5.10, 1.98, -1.42], [5.10, -0.42, -2.31], [6.16, -0.16, -0.91], [7.33, -1.21, -2.53], [-2.32, 4.64, -0.26], [-3.49, 3.72, -0.42], [-4.09, 3.33, 0.86], [-2.56, 5.47, 0.39], [-1.99, 4.98, -1.23], [-1.48, 4.08, 0.13], [-3.27, 2.78, -0.96], [-4.29, 4.27, -0.93], [-4.78, 3.96, 1.10]], "homo_lumo_gap_ev": 9.06, "e_homo_ev": -9.05, "e_lumo_ha": 0.000}

---

Entry 8:
{"formula": "C19H27NO3", "method": "ωB97M-V/def2-TZVPD", "elements": ["O", "C", "N", "H", "C", "C", "C", "C", "C", "C", "H", "C", "H", "H", "H", "H", "H", "H", "H", "H", "H", "H", "H", "H", "C", "C", "C", "C", "C", "C", "H", "H", "O", "C", "C", "H", "O", "C", "C", "H", "H", "C", "H", "H", "H", "H", "H", "H", "H", "H"], "xyz": [[-2.08, 1.21, -2.19], [-1.31, 0.36, -1.78], [-0.55, -0.40, -2.60], [0.12, -1.04, -2.21], [-0.60, -0.31, -4.04], [-1.12, -1.60, -4.68], [-0.60, -2.91, -4.09], [0.91, -3.04, -3.87], [1.78, -2.20, -4.81], [1.94, -0.75, -4.35], [2.17, -0.74, -3.28], [0.74, 0.16, -4.63], [0.61, 0.25, -5.71], [0.96, 1.15, -4.23], [2.80, -0.31, -4.86], [1.38, -2.22, -5.82], [2.77, -2.65, -4.84], [1.18, -4.09, -3.99], [1.17, -2.77, -2.84], [-0.93, -3.71, -4.76], [-1.11, -3.09, -3.13], [-0.88, -1.56, -5.75], [-2.21, -1.62, -4.60], [-1.33, 0.49, -4.24], [-1.11, 0.10, -0.33], [-1.29, 1.15, 0.56], [-1.12, 0.98, 1.92], [-0.79, -0.28, 2.42], [-0.63, -1.35, 1.54], [-0.78, -1.16, 0.18], [-0.68, -2.01, -0.48], [-0.39, -2.32, 1.94], [-0.61, -0.58, 3.74], [-0.85, 0.40, 4.72], [0.25, 1.49, 4.78], [1.01, 1.24, 4.02], [-0.30, 2.76, 4.44], [0.03, 3.71, 5.43], [1.22, 3.14, 6.19], [1.31, 3.54, 7.19], [2.15, 3.34, 5.64], [0.90, 1.65, 6.16], [1.77, 1.01, 6.27], [0.17, 1.41, 6.94], [0.24, 4.66, 4.94], [-0.83, 3.85, 6.11], [-1.82, 0.88, 4.57], [-0.87, -0.16, 5.66], [-1.24, 1.82, 2.58], [-1.55, 2.11, 0.17]], "homo_lumo_gap_ev": 9.32, "e_homo_ev": -8.49, "e_lumo_ha": 0.030, "smiles": "O=C(NC1CCCCCC1)c1ccc(OC[C@@H]2CCCO2)cc1"}

---

Entry 9:
{"formula": "C25H43IrNP2", "method": "ωB97M-V/def2-TZVPD", "elements": ["Ir", "C", "C", "C", "C", "C", "C", "H", "H", "H", "C", "H", "H", "H", "C", "H", "H", "H", "C", "H", "H", "H", "C", "H", "H", "H", "C", "C", "C", "C", "C", "C", "C", "C", "H", "H", "H", "H", "H", "H", "H", "H", "H", "H", "H", "H", "P", "P", "C", "C", "H", "H", "H", "H", "C", "H", "H", "H", "C", "H", "H", "H", "C", "H", "H", "H", "C", "H", "H", "H", "N", "C"], "xyz": [[0.25, 1.73, -0.30], [0.75, 0.51, 2.89], [1.80, 1.04, 2.15], [-0.16, 2.26, 1.65], [-0.44, 1.20, 2.60], [1.32, 2.19, 1.36], [0.86, -0.53, 3.94], [1.63, -1.27, 3.71], [-0.09, -1.05, 4.06], [1.10, -0.09, 4.92], [-1.72, 1.03, 3.32], [-1.85, -0.02, 3.65], [-2.56, 1.31, 2.68], [-1.72, 1.67, 4.23], [-0.94, 3.53, 1.59], [-0.49, 4.29, 2.25], [-1.98, 3.36, 1.90], [-0.94, 3.90, 0.55], [2.11, 3.42, 1.09], [2.00, 4.14, 1.92], [1.75, 3.90, 0.17], [3.18, 3.19, 0.97], [3.22, 0.60, 2.28], [3.72, 0.99, 3.19], [3.81, 0.91, 1.40], [3.25, -0.50, 2.35], [-1.72, -3.36, 1.70], [-0.42, -3.13, 2.00], [0.68, -2.71, 1.04], [0.54, -2.96, -0.49], [0.18, -1.64, -1.19], [-1.04, -0.91, -0.74], [-1.81, -1.17, 0.45], [-2.40, -2.61, 0.60], [1.59, -3.25, 1.35], [-0.13, -3.79, -0.79], [0.89, -1.62, 1.19], [-2.40, -3.21, -0.33], [-2.36, -4.03, 2.32], [-0.03, -3.37, 3.01], [-3.47, -2.46, 0.86], [-1.22, -0.92, 1.35], [-1.42, -0.06, -1.41], [-2.66, -0.46, 0.46], [1.56, -3.22, -0.85], [1.10, -0.98, -1.15], [-0.18, -1.56, -2.99], [0.32, 2.20, -2.31], [0.27, -0.11, -3.95], [-0.43, 1.21, -3.67], [0.06, -0.43, -4.99], [1.37, -0.04, -3.88], [-0.39, 1.80, -4.59], [-1.50, 1.08, -3.44], [-0.57, 3.79, -2.53], [-0.20, 4.52, -1.81], [-1.63, 3.61, -2.34], [-0.46, 4.20, -3.54], [2.06, 2.42, -2.86], [2.14, 2.88, -3.85], [2.56, 1.44, -2.90], [2.59, 3.04, -2.14], [-1.91, -2.01, -3.27], [-2.22, -2.85, -2.62], [-2.02, -2.33, -4.32], [-2.59, -1.16, -3.10], [0.75, -2.97, -3.62], [1.71, -2.61, -4.01], [0.16, -3.44, -4.42], [0.94, -3.71, -2.82], [-2.42, -2.74, 5.39], [-1.72, -2.09, 4.70]], "homo_lumo_gap_ev": [6.36, 3.79], "s_squared": 6.021, "e_homo_ev": [-9.32, -9.19], "charge": 1, "e_lumo_ha": [-0.109, -0.198], "multiplicity": 5}

---

Entry 10:
{"formula": "C2H2NPS", "method": "ωB97M-V/def2-TZVPD", "elements": ["C", "C", "N", "P", "S", "H", "H"], "xyz": [[-0.19, -2.43, 0.96], [-1.95, 3.05, -1.32], [-1.00, -1.78, 0.39], [-2.80, 1.84, -1.83], [-2.35, -1.23, -0.10], [0.77, -2.75, 1.17], [-1.14, 3.72, -1.19]], "homo_lumo_gap_ev": 8.83, "e_homo_ev": -8.73, "e_lumo_ha": 0.004, "smiles": "C#[N+][S-].C#P"}

---

Entry 11:
{"formula": "C5H8O", "method": "ωB97M-V/def2-TZVPD", "elements": ["C", "C", "C", "C", "O", "C", "H", "H", "H", "H", "H", "H", "H", "H"], "xyz": [[1.41, -0.79, -0.30], [2.41, -1.34, -0.98], [-1.97, 0.12, 0.47], [-1.33, 1.24, -0.31], [-0.54, 1.55, 0.89], [-1.21, 0.51, 1.50], [0.44, -1.27, -0.22], [1.51, 0.17, 0.20], [3.38, -0.85, -1.05], [2.30, -2.30, -1.48], [-0.64, 0.99, -1.13], [-1.98, 2.07, -0.58], [-1.02, 0.25, 2.53], [-2.78, -0.59, 0.32]], "homo_lumo_gap_ev": 10.17, "e_homo_ev": -9.05, "e_lumo_ha": 0.041}